1.
This record from the OMol25 dataset describes a 10-piece molecular cluster, C23H46O41S10 overall at a distorted geometry. The level of theory is the ωB97M-V functional and the def2-TZVPD basis.

Results
Molecular weight: 1299.2 g/mol
Orbital gap: 10.349 eV
HOMO: -10.25 eV
Lowest unoccupied orbital energy: 0.0950 eV

Structure (ORCA input):
```
! wB97M-V def2-TZVPD RIJCOSX def2/J DEFGRID3
* xyz 0 1
C 4.569 -7.011 2.021
C 4.462 -5.563 2.558
C 3.657 -4.731 1.579
O 4.206 -4.337 0.574
O 2.333 -4.433 1.787
C 1.680 -5.389 2.646
C 0.174 -5.253 2.504
O -0.347 -5.826 1.296
S -0.792 -7.396 1.327
O -1.499 -7.645 2.568
O 0.603 -8.227 1.496
H 5.408 -7.526 2.493
H 4.634 -7.034 0.932
H 3.685 -7.599 2.289
H 4.024 -5.613 3.558
H 5.460 -5.141 2.673
H 1.967 -6.388 2.322
H 1.960 -5.228 3.690
H -0.035 -4.179 2.442
H -0.316 -5.600 3.417
H 0.863 -8.237 2.434
C 2.742 -0.001 -0.029
C 3.085 -1.167 0.869
O 3.711 -0.559 2.010
S 3.057 0.884 2.278
O 2.061 0.757 3.274
O 4.102 1.843 2.363
O 2.324 1.040 0.862
H 3.617 0.346 -0.577
H 1.946 -0.236 -0.732
H 3.758 -1.881 0.402
H 2.187 -1.687 1.212
C -3.287 1.547 3.774
C -3.403 0.783 2.473
O -2.051 0.584 2.048
S -1.102 0.426 3.335
O -0.899 -0.962 3.578
O -0.016 1.321 3.214
O -2.143 0.974 4.425
H -3.091 2.606 3.598
H -4.170 1.442 4.399
H -3.963 1.325 1.717
H -3.860 -0.197 2.631
C -4.696 3.148 -1.477
C -4.229 4.583 -1.456
O -4.934 5.175 -0.342
S -5.148 4.080 0.790
O -4.131 4.234 1.775
O -6.528 4.052 1.133
O -4.809 2.790 -0.081
H -5.677 3.051 -1.932
H -3.996 2.489 -1.984
H -4.450 5.117 -2.373
H -3.158 4.642 -1.252
C 2.140 -3.861 -2.199
C 1.524 -5.233 -2.344
O 0.971 -5.235 -3.669
S 1.879 -4.331 -4.631
O 2.772 -5.168 -5.349
O 1.036 -3.400 -5.291
O 2.706 -3.577 -3.487
H 1.380 -3.105 -1.986
H 2.910 -3.829 -1.431
H 0.748 -5.425 -1.607
H 2.282 -6.018 -2.287
C -7.021 4.845 4.023
C -6.564 6.285 4.046
O -7.280 6.866 5.147
S -7.497 5.763 6.290
O -6.491 5.916 7.279
O -8.875 5.736 6.624
O -7.141 4.476 5.406
H -8.003 4.747 3.557
H -6.318 4.194 3.518
H -6.790 6.811 3.123
H -5.494 6.361 4.254
C -8.668 7.157 -3.135
C -8.797 6.413 -4.446
O -7.444 6.193 -4.865
S -6.507 5.991 -3.582
O -6.380 4.604 -3.356
O -5.407 6.882 -3.674
O -7.542 6.552 -2.490
H -8.447 8.214 -3.294
H -9.553 7.062 -2.512
H -9.339 6.979 -5.199
H -9.275 5.440 -4.309
C 6.984 2.141 -3.618
C 7.323 2.388 -2.163
O 6.532 1.430 -1.449
S 6.373 0.102 -2.326
O 7.331 -0.854 -1.903
O 4.990 -0.211 -2.406
O 6.856 0.717 -3.723
H 6.026 2.592 -3.886
H 7.755 2.501 -4.294
H 7.081 3.396 -1.838
H 8.376 2.183 -1.957
C 9.269 -5.768 2.303
C 9.537 -5.367 3.738
O 8.771 -6.299 4.515
S 8.721 -7.712 3.763
O 9.712 -8.566 4.308
O 7.362 -8.112 3.662
O 9.225 -7.201 2.332
H 8.300 -5.401 1.958
H 10.046 -5.430 1.622
H 9.227 -4.349 3.954
H 10.590 -5.490 3.999
C -2.908 3.288 -7.314
C -2.339 4.690 -7.270
O -2.982 5.299 -6.141
S -3.257 4.194 -5.020
O -2.223 4.245 -4.047
O -4.628 4.263 -4.637
O -3.021 2.904 -5.937
H -3.906 3.274 -7.757
H -2.266 2.592 -7.847
H -2.545 5.256 -8.174
H -1.263 4.679 -7.085
*
```

***

2.
This record from the OMol25 dataset describes a 3-piece molecular cluster, C23H47BrF5N3O14P4S overall at a distorted geometry. The level of theory is the ωB97M-V functional and the def2-TZVPD basis.

Results
Molecular weight: 920.5 g/mol
SMILES string: CC[C@H](Br)[C@]1(P(=N)(O)O)[C@@](N)(N=C=O)[C@H](CC)S(=O)(=O)O[C@]1(CCCC(F)(F)C(F)(F)F)P(C)C.COP(=O)(OC)OC.COP(=O)(OC)OC
Orbital gap: 4.974 eV
HOMO: -7.83 eV
Lowest unoccupied orbital energy: -2.8546 eV

Structure (ORCA input):
```
! wB97M-V def2-TZVPD RIJCOSX def2/J DEFGRID3
* xyz 0 1
C 5.320 0.434 2.044
C 4.536 -0.750 1.276
C 2.985 -0.805 1.438
Br 2.691 -2.762 1.862
C 1.984 -0.067 0.401
P 3.003 0.388 -1.148
N 2.257 1.164 -2.289
O 3.684 -0.967 -1.878
O 4.319 1.396 -0.799
C 1.579 1.305 1.199
N 2.671 2.005 1.842
N 1.108 2.380 0.221
C 0.976 3.482 0.759
O 0.638 4.415 1.360
C 0.344 1.123 2.201
C 0.557 1.788 3.645
C -0.811 1.947 4.445
S -0.183 -0.602 2.520
O 0.623 -1.069 3.668
O -1.563 -0.709 3.033
O -0.065 -1.454 1.159
C 0.668 -0.905 0.028
C -0.433 -0.338 -0.929
C -1.541 0.706 -0.521
C -2.787 0.081 0.298
C -4.160 0.426 -0.405
F -4.222 1.774 -0.774
F -4.422 -0.422 -1.486
C -5.404 0.226 0.585
F -6.475 0.941 -0.041
F -5.703 -1.120 0.776
F -5.196 0.899 1.772
P 1.127 -2.527 -0.961
C 1.056 -2.353 -2.795
C 0.195 -3.993 -0.273
H 5.224 1.426 1.547
H 4.908 0.422 3.097
H 6.401 0.117 2.078
H 4.999 -0.790 0.257
H 5.016 -1.639 1.790
H 2.753 -0.425 2.481
H 1.301 1.322 -1.981
H 3.774 -1.696 -1.227
H 4.296 2.210 -1.335
H 3.385 2.395 1.238
H 3.025 1.641 2.718
H -0.602 1.640 1.855
H 1.366 1.290 4.239
H 0.911 2.850 3.473
H -0.678 2.770 5.204
H -1.119 0.992 4.960
H -1.627 2.310 3.747
H -0.128 -0.072 -1.984
H -1.099 -1.244 -1.145
H -1.229 1.707 -0.147
H -2.058 0.962 -1.505
H -2.816 0.676 1.260
H -2.682 -1.020 0.469
H 1.290 -1.308 -3.163
H 0.082 -2.734 -3.241
H 1.857 -3.008 -3.254
H -0.886 -4.015 -0.580
H 0.669 -4.914 -0.737
H 0.359 -4.095 0.831
C 6.789 1.608 -3.399
O 8.143 1.895 -3.099
P 8.684 1.195 -1.622
O 8.434 2.513 -0.907
O 10.222 1.130 -2.196
C 10.492 0.876 -3.573
O 9.163 0.425 -0.182
C 10.163 1.052 0.608
H 6.520 2.101 -4.333
H 6.658 0.531 -3.513
H 6.143 1.975 -2.598
H 10.512 1.818 -4.121
H 9.759 0.200 -4.013
H 11.478 0.414 -3.649
H 9.739 1.897 1.150
H 11.012 1.381 0.010
H 10.519 0.319 1.333
C -8.946 -0.822 0.829
O -10.176 -1.539 0.669
P -11.193 -0.921 -0.562
O -12.032 -0.124 0.413
O -11.836 -2.416 -0.803
C -11.069 -3.599 -0.599
O -11.980 -0.334 -1.946
C -13.397 -0.416 -1.990
H -8.379 -1.276 1.641
H -8.356 -0.871 -0.086
H -9.158 0.221 1.078
H -11.159 -3.918 0.440
H -10.020 -3.454 -0.858
H -11.477 -4.386 -1.235
H -13.838 0.355 -1.357
H -13.761 -1.398 -1.688
H -13.707 -0.237 -3.020
*
```

***

3.
This record from the OMol25 dataset describes a 9-piece molecular cluster, C23H47BrO34S8 overall. The level of theory is the ωB97M-V functional and the def2-TZVPD basis.

Results
Molecular weight: 1204.0 g/mol
SMILES string: CC[C@H](Br)COCCOC.O=S1(=O)OCCO1.O=S1(=O)OCCO1.O=S1(=O)OCCO1.O=S1(=O)OCCO1.O=S1(=O)OCCO1.O=S1(=O)OCCO1.O=S1(=O)OCCO1.O=S1(=O)OCCO1
Orbital gap: 10.120 eV
HOMO: -10.27 eV
Lowest unoccupied orbital energy: -0.1463 eV

Structure (ORCA input):
```
! wB97M-V def2-TZVPD RIJCOSX def2/J DEFGRID3
* xyz 0 1
C 1.899 5.652 -1.931
C 0.644 5.430 -1.061
C -0.549 4.993 -1.864
Br -1.189 6.534 -2.906
C -1.689 4.525 -1.002
O -2.757 4.105 -1.826
C -4.054 4.290 -1.286
C -4.994 4.449 -2.462
O -6.321 4.675 -2.073
C -6.568 5.998 -1.607
H 1.674 5.533 -2.980
H 2.298 6.636 -1.744
H 2.610 4.880 -1.680
H 0.384 6.366 -0.590
H 0.859 4.691 -0.299
H -0.326 4.183 -2.544
H -1.980 5.284 -0.283
H -1.308 3.664 -0.449
H -4.339 3.368 -0.785
H -4.122 5.149 -0.626
H -4.613 5.222 -3.130
H -4.955 3.520 -3.021
H -6.663 5.994 -0.528
H -7.517 6.327 -2.018
H -5.799 6.692 -1.925
C -5.757 -0.201 1.151
C -5.950 1.181 1.741
O -4.828 1.335 2.631
S -3.567 0.540 2.055
O -2.695 1.438 1.387
O -3.110 -0.333 3.074
O -4.340 -0.317 0.957
H -6.056 -0.985 1.846
H -6.276 -0.323 0.205
H -6.876 1.277 2.299
H -5.899 1.957 0.973
C 2.624 1.347 -1.442
C 3.445 0.085 -1.279
O 4.642 0.348 -2.025
S 5.005 1.904 -1.939
O 5.973 2.088 -0.918
O 5.198 2.392 -3.252
O 3.586 2.414 -1.386
H 2.126 1.381 -2.412
H 1.892 1.473 -0.648
H 2.950 -0.796 -1.678
H 3.715 -0.086 -0.235
C -2.750 3.531 -5.435
C -4.027 3.926 -6.145
O -4.030 3.124 -7.334
S -3.344 1.707 -7.032
O -4.351 0.749 -6.755
O -2.349 1.477 -8.011
O -2.649 2.115 -5.646
H -1.879 4.015 -5.881
H -2.778 3.744 -4.369
H -4.052 4.979 -6.409
H -4.910 3.674 -5.553
C -1.913 -3.178 3.595
C -1.385 -3.820 4.857
O -2.249 -4.959 5.052
S -2.705 -5.541 3.636
O -1.889 -6.645 3.288
O -4.123 -5.649 3.642
O -2.274 -4.289 2.746
H -2.812 -2.595 3.792
H -1.181 -2.556 3.101
H -1.442 -3.162 5.716
H -0.360 -4.174 4.733
C 8.279 -1.197 -1.598
C 8.687 -1.967 -0.361
O 7.808 -3.104 -0.356
S 7.485 -3.541 -1.859
O 8.350 -4.605 -2.231
O 6.082 -3.652 -2.004
O 8.002 -2.212 -2.577
H 7.370 -0.621 -1.431
H 9.067 -0.542 -1.958
H 8.555 -1.396 0.553
H 9.717 -2.323 -0.428
C 11.132 -7.487 -2.904
C 10.879 -6.109 -3.473
O 12.099 -5.395 -3.207
S 13.343 -6.398 -3.288
O 13.941 -6.308 -4.570
O 14.107 -6.256 -2.104
O 12.505 -7.762 -3.223
H 11.017 -7.501 -1.819
H 10.495 -8.247 -3.350
H 10.044 -5.602 -2.999
H 10.727 -6.145 -4.554
C -8.208 -4.597 4.106
C -6.801 -4.335 3.609
O -6.784 -2.915 3.366
S -7.723 -2.174 4.431
O -6.920 -1.688 5.492
O -8.608 -1.323 3.719
O -8.514 -3.465 4.940
H -8.928 -4.625 3.286
H -8.281 -5.509 4.690
H -6.568 -4.867 2.692
H -6.050 -4.568 4.364
C -0.840 1.484 5.997
C -0.778 0.689 7.285
O -0.368 -0.622 6.864
S 0.615 -0.500 5.608
O 1.958 -0.584 6.041
O 0.108 -1.345 4.586
O 0.288 1.019 5.239
H -1.750 1.270 5.433
H -0.752 2.554 6.161
H -1.738 0.628 7.788
H -0.026 1.086 7.970
*
```

***

Question: Among the records above, which one has the lowest orbital gap?
Answer: C23H47BrF5N3O14P4S

***

Question: Which of these has the lowest HOMO?
Answer: C23H47BrO34S8

***

Question: orbital gap of number 3 (C23H47BrO34S8)?
Answer: 10.120 eV

***

Question: HOMO of number 2 (C23H47BrF5N3O14P4S)?
Answer: -7.83 eV